--- i ---
Below is a cluster of 2 separate species, C6H16O in total, with properties calculated with ωB97M-V/def2-TZVPD.

Positions of all 23 atoms, in Å:
C1 -1.41411 -2.44244 -1.12136
C2 -0.83667 -1.55099 -0.00977
C3 -0.91376 -0.07736 -0.46913
C4 -2.26835 0.54040 -0.10769
C5 0.18126 0.79157 0.25792
C6 0.12576 2.30631 0.08590
H1 -2.43206 -2.18459 -1.41039
H2 -0.88906 -2.78768 -2.01370
H3 -1.39238 -3.43059 -0.60347
H4 0.15850 -1.75516 0.40112
H5 -1.38122 -1.80314 0.90284
H6 -0.71065 -0.02789 -1.52806
H7 -2.75384 0.08499 0.77724
H8 -2.91984 0.30745 -0.98222
H9 -2.25549 1.63671 -0.08312
H10 -0.03496 0.52056 1.33167
H11 1.19859 0.47058 -0.03299
H12 -0.57914 2.70141 0.77534
H13 1.06822 2.87409 -0.08667
H14 -0.18666 2.56809 -0.95184
O1 6.40011 0.58768 1.67960
H15 6.28635 -0.26192 1.23524
H16 5.54939 0.93193 1.95354

Summary:
Spin multiplicity: 1
LUMO level in eV: 0.685

Atomic partial charges in e from the natural (NBO) method, atoms 1 to 2: atom 1 (C): -0.629, atom 2 (C): -0.403

***

--- ii ---
Below is a cluster of 2 separate species, C6H16O in total, with properties calculated with ωB97M-V/def2-TZVPD.

Positions of all 23 atoms, in Å:
C1 -2.18965 -0.09316 1.68493
C2 -0.84028 -0.31370 2.36688
C3 -0.29482 -1.70451 1.97593
C4 -0.14649 -1.93973 0.29466
C5 0.35601 -0.69017 -0.30879
C6 1.82392 -0.20667 -0.42918
H1 -2.57877 0.70706 2.16962
H2 -2.24632 -0.18690 0.58044
H3 -2.94652 -0.93203 2.08772
H4 -0.11797 0.47643 2.10364
H5 -1.05951 -0.18584 3.39019
H6 0.71622 -1.87336 2.19824
H7 -0.87388 -2.61691 2.21917
H8 -0.94092 -2.35536 -0.28998
H9 0.66074 -2.85339 0.12625
H10 -0.01758 -0.86593 -1.41101
H11 -0.17949 0.37858 -0.22068
H12 2.43951 -1.12250 -0.40966
H13 1.99201 0.61239 0.16366
H14 1.96304 0.20176 -1.52066
O1 1.02125 4.02998 -4.37953
H15 1.90475 4.55932 -4.53940
H16 0.86249 3.50452 -5.11786

Summary:
Spin multiplicity: 1
LUMO level in eV: 0.906

Atomic partial charges in e from the natural (NBO) method, atoms 1 to 2: atom 1 (C): -0.598, atom 2 (C): -0.415

***

--- iii ---
Below is a cluster of 2 separate species, C6H16O in total, with properties calculated with ωB97M-V/def2-TZVPD.

Positions of all 23 atoms, in Å:
C1 0.56951 -0.97521 2.00902
C2 0.48675 -0.88356 0.43652
C3 -0.23229 0.17705 -0.41068
C4 -0.41627 -0.47130 -1.74571
C5 -1.66653 0.37121 0.26843
C6 -1.58692 1.58468 1.26428
H1 -0.35323 -1.37421 2.50619
H2 1.44285 -1.45557 2.38088
H3 0.67888 0.10492 2.31546
H4 0.16575 -1.86749 0.14903
H5 1.54560 -0.70720 0.17469
H6 0.27493 1.16665 -0.47757
H7 0.52688 -0.77486 -2.32303
H8 -0.86698 0.25589 -2.46421
H9 -1.12268 -1.25733 -1.57332
H10 -2.41748 0.60844 -0.56374
H11 -1.94216 -0.68611 0.67016
H12 -1.94363 1.18138 2.31414
H13 -0.60898 2.06729 1.55482
H14 -2.25539 2.43268 1.01176
O1 3.26564 0.43266 -2.85125
H15 3.32539 0.59115 -1.91317
H16 3.13035 -0.52116 -2.73271

Summary:
Spin multiplicity: 1
LUMO level in eV: 0.779

Atomic partial charges in e from the natural (NBO) method, atoms 1 to 2: atom 1 (C): -0.613, atom 2 (C): -0.395

***

Most stable: i

***

--- i ---
Below is the molecule C17H21N3O3S2, with properties calculated with ωB97M-V/def2-TZVPD.

Positions of all 46 atoms, in Å:
C1 0.36235 4.47478 -2.13760
C2 1.21990 3.75202 -2.83287
C3 1.04338 2.29421 -3.11815
N1 2.28514 1.56185 -2.96592
C4 2.30258 0.23254 -3.55161
C5 2.47189 0.30106 -5.04177
C6 3.61582 0.05798 -5.65191
S1 2.99487 1.67003 -1.45307
O1 4.12862 0.79162 -1.45611
O2 3.20439 3.05166 -1.15025
C7 1.76153 1.01456 -0.32939
C8 0.87175 1.87446 0.28394
C9 -0.12446 1.37506 1.10349
C10 -0.22491 -0.00110 1.30889
N2 -1.17840 -0.60874 2.11420
C11 -2.22402 -0.11545 2.79512
S2 -2.76825 1.43683 2.87511
N3 -2.95449 -1.05242 3.52487
C12 -2.76433 -2.40804 3.62091
O3 -1.86768 -2.99172 3.03375
C13 -3.73986 -3.09521 4.49382
C14 -4.14659 -4.49916 4.10323
C15 -3.24627 -4.29957 5.26495
C16 0.69182 -0.85920 0.68914
C17 1.67883 -0.35213 -0.13050
H1 0.50866 5.52857 -1.98025
H2 -0.52348 4.04342 -1.69828
H3 2.10445 4.19243 -3.26567
H4 0.73401 2.18528 -4.16388
H5 0.24888 1.86935 -2.48179
H6 1.38155 -0.31575 -3.29570
H7 3.16238 -0.27252 -3.11103
H8 1.59562 0.58287 -5.61071
H9 3.71832 0.12587 -6.72179
H10 4.49757 -0.21831 -5.09850
H11 0.98212 2.93455 0.11959
H12 -0.81434 2.04811 1.58302
H13 -1.07833 -1.62829 2.21314
H14 -3.72625 -0.63298 4.02877
H15 -4.48340 -2.46405 4.96138
H16 -5.17357 -4.78255 4.27213
H17 -3.71554 -4.88777 3.19343
H18 -3.63070 -4.44077 6.26280
H19 -2.20425 -4.55242 5.14326
H20 0.62082 -1.92355 0.86094
H21 2.40188 -0.99739 -0.60314

Summary:
Spin multiplicity: 1
LUMO level in eV: -0.076

Atomic partial charges in e from the natural (NBO) method, atoms 1 to 2: atom 1 (C): -0.403, atom 2 (C): -0.163

***

--- ii ---
Below is the molecule C17H21N3O3S2, with properties calculated with ωB97M-V/def2-TZVPD.

Positions of all 46 atoms, in Å:
C1 2.93701 2.63876 0.72625
N1 3.12894 1.73129 -0.38452
C2 3.87141 0.54690 0.00951
C3 4.16513 -0.30681 -1.22488
N2 2.96046 -0.63892 -1.94318
S1 2.26441 -2.10944 -1.67872
O1 1.21419 -2.26551 -2.63928
O2 3.31803 -3.07444 -1.60645
C4 1.48324 -2.06714 -0.08271
C5 2.00208 -2.38666 1.13289
C6 1.07608 -2.19404 2.18073
C7 -0.12914 -1.73169 1.74117
C8 -1.34784 -1.37781 2.53683
N3 -2.44615 -0.99726 1.68781
C9 -2.79495 0.30668 1.51728
O3 -2.32002 1.19889 2.19053
C10 -3.83399 0.53357 0.47417
C11 -4.80498 1.50316 0.70382
C12 -5.78102 1.74995 -0.24357
C13 -5.78251 1.04404 -1.43561
C14 -4.80143 0.09732 -1.68147
C15 -3.83005 -0.16258 -0.73109
S2 -0.14685 -1.53991 0.01553
C16 2.11603 0.49455 -2.22906
C17 1.86339 1.35193 -0.98753
H1 2.42303 3.52985 0.37053
H2 3.91001 2.92987 1.11855
H3 2.34489 2.19430 1.54112
H4 4.81499 0.86359 0.45947
H5 3.31382 -0.04957 0.75601
H6 4.64733 -1.24628 -0.95567
H7 4.81760 0.25496 -1.90123
H8 3.00492 -2.75239 1.25708
H9 1.29718 -2.38757 3.21477
H10 -1.13816 -0.50795 3.17188
H11 -1.63631 -2.21786 3.17907
H12 -2.83993 -1.70028 1.08371
H13 -4.78060 2.05143 1.63341
H14 -6.53844 2.49620 -0.05554
H15 -6.54231 1.23805 -2.17810
H16 -4.79079 -0.43941 -2.61844
H17 -3.05076 -0.88053 -0.94619
H18 1.18363 0.10759 -2.64056
H19 2.61873 1.10425 -2.98705
H20 1.33432 2.26044 -1.28325
H21 1.22535 0.80646 -0.26799

Summary:
Spin multiplicity: 1
LUMO level in eV: 0.432

Atomic partial charges in e from the natural (NBO) method, atoms 1 to 2: atom 1 (C): -0.406, atom 2 (N): -0.440

***

Most stable: ii

***

--- i ---
Below is a cluster of 2 separate species, C3H11N2S in total, with properties calculated with ωB97M-V/def2-TZVPD.

Positions of all 17 atoms, in Å:
C1 0.02811 -1.64782 2.47944
C2 -0.63391 -1.39748 1.14766
C3 -0.30917 -0.18696 0.29923
N1 0.95743 1.25160 -2.12041
N2 -1.05980 0.36330 -0.57444
S1 1.29588 2.21880 -3.35532
H1 1.13404 -1.38797 2.24909
H2 -0.08135 -2.63112 2.94005
H3 -0.12286 -0.96380 3.36142
H4 -0.23888 -2.35454 0.65019
H5 -1.75038 -1.45148 0.95897
H6 0.55405 0.43463 0.39972
H7 1.70700 1.12812 -1.46513
H8 0.95957 1.48845 -4.41549
H9 -1.96508 -0.10084 -0.57165
H10 0.06712 0.98295 -1.56188
H11 -0.01156 2.97244 -3.50494

Summary:
Spin multiplicity: 1
LUMO level in eV: -4.180
Charge: +1

Atomic partial charges in e from the natural (NBO) method, atoms 1 to 2: atom 1 (C): -0.617, atom 2 (C): -0.499

***

--- ii ---
Below is a cluster of 2 separate species, C3H11N2S in total, with properties calculated with ωB97M-V/def2-TZVPD.

Positions of all 17 atoms, in Å:
C1 0.07020 0.55583 -2.09461
C2 -0.58479 -0.79757 -2.34142
S1 -1.48575 -1.27875 -0.69912
H1 1.00240 0.31490 -1.56443
H2 -0.41570 1.38992 -1.47854
H3 0.30528 1.16757 -3.12116
H4 -1.38172 -0.57322 -3.09780
H5 0.09941 -1.61761 -2.67916
H6 -2.46266 -1.90414 -1.37395
N1 -0.65345 0.41678 2.17537
C3 0.59213 -0.05352 2.42769
N2 1.70862 0.66627 2.55520
H7 -0.99849 1.34472 2.48198
H8 -1.08016 -0.12095 1.42740
H9 0.78431 -1.12889 2.31132
H10 2.55369 0.20235 1.95168
H11 1.94668 1.41629 3.11953

Summary:
Spin multiplicity: 1
LUMO level in eV: -4.955
Charge: +1

Atomic partial charges in e from the natural (NBO) method, atoms 1 to 2: atom 1 (C): -0.651, atom 2 (C): -0.455

***

--- iii ---
Below is a cluster of 2 separate species, C3H11N2S in total, with properties calculated with ωB97M-V/def2-TZVPD.

Positions of all 17 atoms, in Å:
C1 0.30497 1.04944 -2.21043
C2 0.51426 0.08144 1.50012
C3 -0.15848 -1.08479 0.86233
N1 0.23355 -2.29897 0.67716
N2 -0.13399 1.25773 1.09427
S1 -0.90625 -0.22223 -1.69015
H1 -0.27608 1.81037 -2.57822
H2 0.96471 0.60411 -2.87329
H3 0.85010 1.47532 -1.36924
H4 0.36862 -0.06069 2.64563
H5 1.52005 0.02244 1.28583
H6 -1.26528 -0.97840 0.63644
H7 -0.36369 -3.03034 0.31687
H8 1.16925 -2.52337 0.98478
H9 -2.07673 0.38071 -1.92033
H10 0.38309 2.12913 1.33005
H11 -1.12811 1.38810 1.30818

Summary:
Spin multiplicity: 1
LUMO level in eV: -4.306
Charge: +1

Atomic partial charges in e from the natural (NBO) method, atoms 1 to 2: atom 1 (C): -0.681, atom 2 (C): -0.307

***

Most stable: iii